1.
This record from OMol25 describes 5 unconnected molecules or ions with the total composition CH12O4S2. The level of theory is ωB97M-V/def2-TZVPD.

Structure (ORCA input):
```
! wB97M-V def2-TZVPD RIJCOSX def2/J DEFGRID3
* xyz 0 1
C 1.523 -2.167 0.622
S 0.657 -1.539 -0.857
S 2.385 -1.157 -1.992
H 2.452 -2.642 0.348
H 1.713 -1.326 1.272
H 0.869 -2.889 1.103
H 1.813 -1.375 -3.180
O -2.557 -0.595 -0.684
H -2.876 -1.411 -0.292
H -1.669 -0.787 -1.007
O -0.959 2.043 2.373
H -1.338 1.897 1.497
H -0.014 2.093 2.197
O 1.253 1.327 0.785
H 1.480 1.900 0.043
H 0.518 0.810 0.425
O -1.510 2.012 -0.583
H -2.144 1.276 -0.679
H -1.597 2.530 -1.391
*
```

Calculated values
HOMO level = -8.924 eV
E = -31092.234 eV
molecular weight = 152.24 g/mol
Kohn-Sham gap = 8.90 eV
LUMO level = -0.03 eV
ΔE to the lowest compared entry with this formula, charge and spin = 14.0 kcal/mol

2.
This record from OMol25 describes 11 unconnected molecules or ions with the total composition C5H31NO12. The level of theory is ωB97M-V/def2-TZVPD.

Structure (ORCA input):
```
! wB97M-V def2-TZVPD RIJCOSX def2/J DEFGRID3
* xyz -1 2
C -1.460 1.149 0.861
C -0.534 -0.090 0.905
C -1.025 -1.202 0.019
C -1.903 -2.123 0.820
O -2.399 -3.115 0.332
N 0.842 0.275 0.344
C 1.593 1.223 1.327
O 1.048 2.599 1.254
H -2.494 0.813 0.726
H -1.398 1.576 1.798
H -1.228 1.869 0.112
H -0.346 -0.416 2.025
H -0.226 -1.742 -0.568
H -1.748 -0.828 -0.841
H -1.964 -1.999 1.827
H 0.551 0.802 -0.522
H 1.442 0.858 2.441
H 2.632 1.166 1.020
H 1.518 3.082 0.521
H -0.715 2.817 2.781
H 0.151 2.575 3.959
O -0.639 2.396 3.607
H -1.605 -1.497 -3.200
H -0.516 -1.001 -4.028
O -1.437 -1.159 -4.155
H 0.789 3.803 -2.985
H -0.047 2.508 -2.887
O 0.804 2.896 -3.038
H 2.114 2.378 -1.907
H 3.232 1.838 -0.833
O 2.663 2.480 -1.158
H 1.532 -1.156 -0.943
H 1.408 -2.559 -1.504
O 1.815 -1.710 -1.652
H 1.035 -0.706 -2.797
H 1.485 0.383 -3.737
O 0.698 0.021 -3.318
H -1.861 1.455 -2.088
H -2.083 2.096 -3.353
O -1.752 2.315 -2.431
H -0.676 -0.439 4.899
H -0.661 0.569 3.649
O -0.266 -0.218 4.132
H -0.352 -3.981 0.255
H 1.011 -4.362 1.019
O 0.620 -3.968 0.212
H 0.471 -1.911 3.520
H 0.694 -2.485 1.997
O 0.338 -2.685 2.920
*
```

Calculated values
HOMO level (alpha / beta) = 0.138 / -4.070 eV
E = -31745.845 eV
molecular weight = 297.30 g/mol
Kohn-Sham gap (alpha / beta) = 2.39 / 6.57 eV
LUMO level (alpha / beta) = 2.53 / 2.50 eV
ΔE to the lowest compared entry with this formula, charge and spin = 3.2 kcal/mol

3.
This record from OMol25 describes a molecular structure, C5H11NO2. The level of theory is ωB97M-V/def2-TZVPD.

Structure (ORCA input):
```
! wB97M-V def2-TZVPD RIJCOSX def2/J DEFGRID3
* xyz 1 2
O 3.375 -0.522 -1.431
C 2.278 0.052 -0.969
N 0.907 0.033 -1.504
C 0.035 0.456 -0.369
C -0.324 -0.832 0.356
C -1.379 -0.668 1.529
O 1.031 -1.016 1.377
C -1.124 1.342 -0.885
H 2.388 0.822 -0.279
H 1.597 -0.945 -0.922
H 0.600 1.077 0.317
H -0.844 -1.416 -0.412
H -1.181 0.186 2.295
H -2.444 -0.497 1.261
H -1.477 -1.533 2.221
H 0.671 -1.476 0.267
H -2.124 0.914 -0.533
H -0.974 1.686 -1.981
H -1.010 2.336 -0.338
*
```

Calculated values
HOMO level (alpha / beta) = -15.430 / -15.428 eV
E = -10929.681 eV
molecular weight = 117.15 g/mol
Kohn-Sham gap (alpha / beta) = 8.89 / 6.11 eV
LUMO level (alpha / beta) = -6.54 / -9.32 eV
ΔE to the lowest compared entry with this formula, charge and spin = 248.9 kcal/mol

4.
This record from OMol25 describes 11 unconnected molecules or ions with the total composition H22O11. The level of theory is ωB97M-V/def2-TZVPD.

Structure (ORCA input):
```
! wB97M-V def2-TZVPD RIJCOSX def2/J DEFGRID3
* xyz 0 1
O -0.914 0.664 0.019
H -0.649 -0.150 -0.269
H -0.233 1.251 0.016
H -1.290 0.630 0.888
O -0.337 -1.713 -1.437
H 0.292 -2.303 -1.841
O 2.275 -1.138 -1.710
H 1.308 -1.380 -1.662
H 2.534 -1.421 -0.765
O 0.226 -3.285 0.638
H -0.571 -3.794 1.165
H -0.312 -2.752 -0.078
O -2.779 -2.125 -0.468
H -1.777 -1.996 -0.841
H -3.359 -1.373 -0.815
O 1.530 1.434 -0.717
H 2.210 1.610 -0.085
H 2.024 0.702 -1.334
O 1.026 -0.892 1.804
H 0.679 -1.617 1.535
H 1.748 -0.818 1.246
O -0.068 2.974 1.194
H -0.472 3.619 1.899
H -0.157 3.502 0.484
O -1.191 -0.121 -3.676
H -1.246 -0.779 -2.893
H -0.487 0.662 -3.671
O 2.532 2.682 1.572
H 2.785 3.515 1.037
H 1.552 2.787 1.425
O -2.122 0.903 2.358
H -1.800 0.246 2.992
H -2.959 0.478 1.993
*
```

Calculated values
HOMO level = -9.970 eV
E = -22876.393 eV
molecular weight = 198.17 g/mol
Kohn-Sham gap = 9.51 eV
LUMO level = -0.46 eV
ΔE to the lowest compared entry with this formula, charge and spin = 118.1 kcal/mol

5.
This record from OMol25 describes a single C26H33N3O3S molecule. The level of theory is ωB97M-V/def2-TZVPD.

Structure (ORCA input):
```
! wB97M-V def2-TZVPD RIJCOSX def2/J DEFGRID3
* xyz 0 1
C 4.639 1.777 0.149
O 5.134 0.459 0.136
C 4.441 -0.490 -0.551
C 5.007 -1.759 -0.616
C 4.391 -2.813 -1.282
C 3.180 -2.652 -1.918
C 2.585 -1.394 -1.866
C 1.356 -0.856 -2.357
C 1.309 0.438 -1.954
C 0.229 1.458 -2.125
C 0.788 2.871 -2.298
N -0.710 1.393 -1.004
C -0.148 1.324 0.329
C -0.044 -0.110 0.880
C 1.072 -0.220 1.918
N 1.151 -1.557 2.476
C 1.855 -1.582 3.749
C 1.807 -3.000 4.318
O 2.400 -3.927 3.441
C 1.755 -3.897 2.191
C 1.792 -2.501 1.572
C -2.044 1.503 -1.240
S -2.631 1.816 -2.756
N -2.850 1.309 -0.160
C -4.231 1.497 -0.037
C -4.935 2.462 -0.746
C -6.294 2.605 -0.531
C -6.955 1.813 0.389
C -6.258 0.859 1.123
C -6.974 -0.001 2.119
C -4.899 0.714 0.903
O 2.422 0.782 -1.251
C 3.209 -0.328 -1.187
H 3.686 1.844 0.683
H 4.511 2.170 -0.863
H 5.387 2.367 0.676
H 5.955 -1.904 -0.123
H 4.882 -3.774 -1.295
H 2.700 -3.465 -2.437
H 0.612 -1.372 -2.928
H -0.351 1.197 -3.018
H -0.034 3.562 -2.465
H 1.346 3.186 -1.419
H 1.449 2.899 -3.159
H -0.724 1.963 1.007
H 0.859 1.743 0.272
H -0.975 -0.435 1.350
H 0.155 -0.786 0.049
H 0.857 0.473 2.737
H 2.032 0.083 1.465
H 1.361 -0.898 4.442
H 2.909 -1.275 3.633
H 2.366 -3.059 5.253
H 0.757 -3.277 4.499
H 2.282 -4.609 1.554
H 0.706 -4.211 2.306
H 1.258 -2.521 0.622
H 2.841 -2.218 1.377
H -2.451 0.774 0.600
H -4.430 3.090 -1.459
H -6.839 3.352 -1.088
H -8.016 1.935 0.547
H -7.603 -0.726 1.603
H -6.271 -0.544 2.747
H -7.618 0.604 2.755
H -4.344 -0.025 1.467
*
```

Calculated values
HOMO level = -7.955 eV
E = -48945.244 eV
molecular weight = 467.63 g/mol
Kohn-Sham gap = 8.52 eV
LUMO level = 0.56 eV
ΔE to the lowest compared entry with this formula, charge and spin = 5.2 kcal/mol